1.
A 2-piece molecular cluster, H4O2 overall at a distorted geometry. Source: the OMol25 dataset; level of theory: wB97M-V/def2-TZVPD.

```
6
Properties=species:S:1:pos:R:3:forces:R:3:mulliken_charge:R:1
O -1.14399 -0.15058 -0.14274 -0.4 -1.7 0.0 -0.70
O 1.47367 0.25478 -0.20648 1.1 -0.3 -0.3 -0.62
H -1.54330 -0.31263 0.73702 0.1 -0.2 -0.9 0.34
H 0.73866 0.05062 0.35557 -0.8 -0.3 0.2 0.34
H -1.05288 -1.04242 -0.60550 -0.3 1.8 1.1 0.35
H 1.52784 1.20023 -0.13786 0.2 0.7 -0.1 0.30
```
Forces are in eV/Å.

* E: -4159.6570 eV
* maximum force: 2.100 eV/A
* HOMO-LUMO gap: 11.55 eV
* HOMO level: -10.830 eV
* relative energy (zero: lowest compared OMol25 entry of this formula, charge and spin): 0.2819 eV
* SMILES: O.O
* 2S+1: 1



2.
C22H27N3O6S2 in the gas phase. Source: the OMol25 dataset; level of theory: wB97M-V/def2-TZVPD.

```
60
Properties=species:S:1:pos:R:3:forces:R:3:mulliken_charge:R:1
S -0.55206 1.96209 0.08651 0.2 -0.2 -0.3 1.66
S -0.99872 -2.64159 0.87973 -0.1 0.1 -0.8 1.31
O 0.36789 -2.73408 0.41497 0.0 0.2 0.3 -0.63
O 0.00272 4.49440 4.09549 0.2 0.2 0.3 -0.69
O 1.39688 -0.67379 -5.95478 -0.1 0.1 -0.2 -0.64
O -1.31279 1.02520 0.90167 0.2 0.0 0.1 -1.01
O -1.29955 3.04172 -0.49581 0.2 0.2 -0.3 -0.80
O -1.69934 -3.87943 1.03357 -0.2 0.1 0.2 -0.71
N 2.03287 -1.47522 -3.93774 0.0 0.1 0.0 0.20
N -1.89111 -1.66456 -0.15061 0.1 -0.4 0.8 -0.56
N -1.31911 2.89770 3.20847 -0.3 -0.2 0.1 0.21
C 2.62428 -2.62141 -7.46134 0.0 0.0 0.2 -1.41
C -2.42300 -0.40693 3.86372 0.1 -0.1 0.0 -0.39
C 2.74989 -2.65754 -5.94361 -0.1 0.1 -0.4 -0.27
C 0.78058 2.65825 1.13613 -0.4 -0.2 -0.6 -0.66
C -0.04849 -0.05557 3.79048 -0.1 -0.1 0.0 -0.31
C 0.25815 1.02257 -1.19281 -0.1 0.4 0.6 -0.11
C -2.31649 -1.36559 2.87459 -0.2 0.0 0.1 -0.69
C 2.54761 -1.98406 -1.65139 0.0 -0.1 0.1 -0.56
C 1.39023 -0.53758 -3.13906 -0.2 0.4 0.4 -0.22
C 0.57247 0.51774 -3.52062 -0.1 0.0 -0.1 -1.46
C 1.65807 -0.79171 -1.78729 -0.1 0.1 -0.1 0.74
C -0.32852 3.80692 3.15147 0.2 0.0 -0.5 0.69
C 0.06490 -1.01956 2.80447 0.2 0.0 0.0 -0.44
C -2.03967 2.64026 4.43451 0.1 0.1 0.3 -0.90
C 2.73153 -2.45353 -3.10367 0.4 -0.5 0.0 -0.90
C 1.09406 -0.01609 -0.80377 0.1 -0.1 -0.2 0.04
C 0.00447 1.29693 -2.52289 -0.1 0.2 0.1 -0.50
C -1.07418 -1.64183 2.34188 0.0 -0.3 -0.5 -0.17
C -1.29569 0.28139 4.30385 0.1 0.0 0.1 0.36
C 0.33293 3.95849 1.78182 -0.1 0.3 0.2 -0.87
C 1.99221 -1.50754 -5.30924 0.2 -0.3 0.1 0.58
C -1.44202 1.45719 5.22253 -0.1 0.2 -0.2 -1.26
H -0.65074 2.11883 -2.76283 -0.1 0.1 -0.1 0.61
H 3.01469 -1.68387 -7.84768 0.0 0.0 -0.1 0.33
H 2.06179 -2.72945 -1.02032 0.1 0.0 -0.1 0.23
H -1.98241 3.54620 5.04257 -0.1 -0.1 -0.1 0.48
H 1.58022 -2.69448 -7.75310 0.0 0.0 -0.1 0.33
H 2.29787 -3.44602 -3.25632 0.1 0.1 0.0 0.38
H 1.03842 1.88961 1.85954 0.1 -0.1 0.0 0.21
H -2.10522 1.22453 6.05645 0.0 0.0 0.1 0.43
H -3.39017 -0.16427 4.27820 -0.1 0.0 0.0 0.44
H 3.80159 -2.59150 -5.65386 0.0 -0.1 0.1 0.26
H 1.26489 -0.22493 0.23846 0.1 -0.1 0.2 0.16
H -3.17618 -1.88695 2.48668 -0.2 0.0 0.0 0.44
H -1.75782 -0.68788 0.08862 0.1 0.2 0.0 0.39
H -0.38235 4.44342 1.11050 0.1 0.1 0.1 0.41
H -1.50301 2.28272 2.42670 0.0 0.1 0.0 0.15
H 2.35519 -3.59964 -5.55582 0.1 0.0 0.1 0.28
H 3.49793 -1.71614 -1.18785 0.0 0.0 0.0 0.35
H -3.08095 2.43232 4.18061 0.0 0.0 0.0 0.42
H 1.01666 -1.28952 2.37291 0.1 0.0 0.0 0.67
H 3.78774 -2.49390 -3.38324 -0.1 -0.1 0.0 0.34
H -0.47035 1.75303 5.61852 0.0 0.0 0.0 0.37
H 1.18198 4.63155 1.91607 -0.1 -0.1 0.0 0.33
H -1.66707 -1.83305 -1.11850 0.1 -0.2 -0.2 0.37
H 3.17520 -3.44569 -7.90671 0.0 -0.1 0.0 0.41
H 0.83111 0.45965 4.15056 0.1 0.0 0.0 0.38
H 0.37762 0.71388 -4.56105 0.0 0.0 0.0 0.54
H 1.61072 2.82472 0.45349 0.1 0.0 0.0 0.65
```
Forces are in eV/Å.

* E: -61679.1445 eV
* maximum force: 0.934 eV/A
* HOMO-LUMO gap: 9.16 eV
* HOMO level: -8.876 eV
* relative energy (zero: lowest compared OMol25 entry of this formula, charge and spin): 0.1441 eV
* SMILES: CCC(=O)N1CCc2cc(S(=O)(=O)CCC(=O)NCCc3ccc(S(N)(=O)=O)cc3)ccc21
* 2S+1: 1



3.
A 9-piece molecular cluster, C17H52N6O9 overall at a distorted geometry. Source: the OMol25 dataset; level of theory: wB97M-V/def2-TZVPD.

```
84
Properties=species:S:1:pos:R:3:forces:R:3:mulliken_charge:R:1
O -7.53585 -10.66935 32.73382 2.9 5.5 -7.0 -0.55
O -15.71313 -7.47287 30.45004 -6.3 9.4 -5.1 -0.46
O -8.18584 -5.97033 34.37203 -0.5 0.4 -0.8 -0.55
O -11.87067 -12.65012 31.78468 4.9 -11.3 -1.5 -0.50
O -10.97906 -8.18614 32.78900 1.4 -2.3 -1.1 0.73
O -11.93437 -3.60515 31.28907 -3.7 -2.1 -7.8 -0.61
O -12.73663 -6.61797 29.58686 4.9 -0.7 1.1 -0.72
O -16.64057 -5.23905 31.70897 3.5 2.3 0.1 -0.81
O -8.28297 -8.26221 29.93649 1.2 3.3 5.3 -0.82
N -10.68312 -5.92884 30.45271 2.4 -0.2 1.1 -0.03
N -14.34786 -4.92354 31.62883 5.3 -5.0 0.0 0.19
N -7.99273 -7.86212 32.29414 -0.1 -4.4 0.5 -0.14
N -8.06083 -6.16879 30.91872 0.5 2.5 -3.2 -0.36
N -15.59820 -3.23628 31.71176 -2.9 6.1 0.3 -0.30
N -10.80876 -7.81367 29.22134 0.7 -5.0 -2.2 -0.24
C -8.55091 -10.15634 34.75192 -2.2 0.3 1.0 -1.06
C -8.09936 -7.47222 31.04248 -0.2 -4.2 -3.8 0.45
C -12.35516 -11.05055 33.42187 0.7 -0.8 -1.4 -0.13
C -11.93203 -10.62258 31.00560 -2.6 3.0 -1.6 -0.63
C -15.10607 -8.32105 31.05888 6.1 -8.7 4.6 1.47
C -15.38576 -8.25906 32.54918 -0.1 0.5 -0.1 -1.04
C -12.33490 -3.57319 33.56149 -2.1 2.1 0.5 -1.59
C -8.90138 -12.24746 33.30249 -1.0 -0.8 0.0 -1.33
C -7.98560 -11.13187 33.81273 -2.0 -5.8 5.2 0.55
C -7.89340 -6.44456 35.66046 -3.4 0.9 1.2 -1.01
C -11.41039 -6.83521 29.77444 -6.4 3.3 0.0 0.37
C -11.73811 -7.16420 33.25182 -0.1 0.7 0.5 -0.88
C -15.58951 -9.65678 30.55175 -1.4 -2.6 1.4 -1.71
C -15.53559 -4.50158 31.69762 -6.6 -5.1 -0.1 0.65
C -12.51367 -11.61602 31.97770 -1.9 9.1 1.1 0.20
C -11.57063 -3.05178 32.34903 3.9 0.6 8.1 0.67
C -10.19227 -3.58799 32.59440 1.3 0.2 1.4 -0.93
H -16.54698 -2.80920 31.70146 1.6 -0.3 0.1 0.27
H -14.74789 -2.71483 31.72889 -0.2 0.6 -0.1 0.19
H -12.15902 -6.61608 32.44951 -0.6 0.9 -0.9 0.11
H -13.54277 -11.74681 31.82307 -1.9 0.2 -0.3 0.33
H -8.24975 -5.88313 29.92442 1.0 0.3 1.6 0.42
H -7.93794 -9.25381 34.85973 0.0 -0.3 0.0 0.15
H -15.29042 -10.54651 31.12300 0.3 0.2 0.2 0.26
H -8.24406 -5.00212 34.38047 0.0 -0.6 0.1 0.28
H -11.50185 -1.98089 32.26246 -0.2 0.8 0.4 0.48
H -11.90120 -3.19859 34.48072 0.1 -0.2 0.3 0.48
H -8.48686 -7.29198 36.02431 -0.5 0.2 -0.8 0.29
H -10.14490 -4.63719 32.91568 -0.5 0.3 0.2 -0.46
H -11.01814 -6.54786 33.77952 -0.8 0.8 1.0 0.39
H -13.00584 -10.21264 33.56124 -0.7 0.2 0.3 -0.08
H -9.31540 -12.72354 34.16935 -1.0 -0.6 0.2 0.36
H -15.21393 -9.83206 29.60252 0.7 -0.2 -2.2 0.50
H -12.50594 -4.63526 33.58349 0.6 -0.5 -0.1 0.25
H -6.69391 -11.04025 32.64483 2.0 -0.3 -1.2 0.34
H -16.71709 -9.79586 30.47889 1.1 0.8 0.2 0.35
H -6.95427 -6.76472 35.73211 4.2 -1.0 0.1 0.44
H -9.55947 -9.91156 34.34497 0.5 0.5 0.6 0.10
H -14.16799 -5.93072 31.45978 -0.4 1.0 -0.2 -0.54
H -9.84163 -8.18212 29.51774 -1.5 0.8 -0.6 0.34
H -13.36501 -3.16807 33.53447 0.2 0.0 0.3 0.40
H -14.03717 -8.24732 30.77381 0.2 -0.3 0.6 -0.83
H -13.46908 -4.42956 31.78063 -1.2 0.0 -0.5 0.21
H -12.45703 -2.94061 30.85402 -0.7 -0.4 -1.5 0.32
H -12.52018 -11.90981 34.03356 -0.4 -0.2 1.1 0.45
H -12.13156 -13.16675 30.97065 0.4 1.1 1.4 0.41
H -7.98241 -8.94655 32.37944 0.2 2.3 0.3 0.09
H -8.01421 -7.23967 33.10435 0.1 -0.1 -0.5 0.31
H -11.21253 -5.23308 30.92597 -0.2 0.2 -0.1 0.06
H -16.29299 -7.03491 31.09235 -0.5 1.2 -0.8 0.43
H -15.23961 -7.24051 32.90938 -0.4 0.2 0.0 0.26
H -8.38569 -13.04909 32.70370 0.1 0.9 0.8 0.38
H -14.75617 -8.85056 33.18789 0.0 -0.8 0.1 0.15
H -7.77988 -5.55302 31.66232 0.1 0.1 -0.2 0.16
H -10.94217 -10.27432 31.03707 2.0 -0.8 0.8 0.35
H -9.67282 -11.87682 32.57479 0.5 -0.1 1.1 0.19
H -12.12193 -10.87730 29.94583 -0.1 -0.2 0.4 0.35
H -9.64414 -6.07209 30.75693 -3.7 0.3 -0.7 0.11
H -9.64359 -3.58716 31.69459 0.9 0.5 -1.2 0.38
H -12.35193 -9.61191 31.14439 -0.7 -0.3 -0.2 -0.28
H -9.74506 -2.94099 33.34369 0.6 -0.2 0.2 0.65
H -7.17222 -11.64013 34.35122 0.1 -0.2 0.4 0.41
H -11.50312 -8.46463 28.74454 1.6 1.2 0.9 0.27
H -10.11545 -7.80904 32.64761 0.5 -0.4 -0.4 -0.50
H -11.35291 -10.67555 33.58227 0.2 -0.1 0.0 -0.56
H -16.45257 -8.55116 32.53756 0.4 0.2 1.0 0.52
H -12.54424 -7.61802 33.78499 -0.6 0.2 1.1 0.45
H -8.69368 -10.65005 35.74865 0.1 0.6 -0.8 0.38
H -8.08020 -5.66475 36.38179 0.1 0.3 0.4 0.39
```
Forces are in eV/Å.

* E: -45833.3423 eV
* maximum force: 12.457 eV/A
* HOMO-LUMO gap: 7.66 eV
* HOMO level: -7.907 eV
* relative energy (zero: lowest compared OMol25 entry of this formula, charge and spin): 4.7105 eV
* SMILES: NC(N)=O.NC(N)=O.NC(N)=O.CC(C)O.CC(C)O.CC(C)O.CC(C)O.CO.CO
* 2S+1: 1



4.
C18H28BiO5Te as an isolated structure at a distorted geometry. Source: the OMol25 dataset; level of theory: wB97M-V/def2-TZVPD.

```
53
Properties=species:S:1:pos:R:3:forces:R:3:mulliken_charge:R:1
Bi 0.02720 -0.31740 1.02900 0.0 -0.6 -1.3 1.59
Te 0.18720 1.47260 3.18980 0.2 0.6 2.5 0.01
O 0.53260 1.41870 -0.55730 0.0 -0.5 1.0 0.08
O 1.10580 -1.99630 -0.67220 -0.2 0.5 0.4 -0.47
O -1.46040 -0.85380 -1.00400 0.3 0.1 0.5 -0.21
O -1.90350 1.20910 0.74770 0.6 -0.4 -0.1 -0.26
O 2.42400 -0.00280 0.81070 -0.8 -0.1 -0.1 -0.27
C -0.78810 -1.40080 -2.14130 0.4 -0.4 -0.2 -0.46
C -1.52480 2.48380 0.21260 0.4 0.5 0.0 -0.69
C 0.83120 0.42580 5.91880 -0.4 0.0 -0.2 0.53
C -0.49800 2.35950 -0.91110 -0.8 0.3 -0.4 -0.37
C 2.36630 -1.54660 -1.14860 0.4 0.3 0.2 -0.42
C 3.11810 -1.04260 0.08330 0.4 -0.9 -0.5 -0.59
C -3.01020 0.54650 0.10420 -0.5 -0.5 -0.5 -0.65
C 1.46020 0.30710 7.15170 -0.1 0.0 -0.1 -0.84
C -1.29630 -0.05480 6.94930 0.1 0.1 -0.1 -0.82
C 1.89870 1.84760 -0.71890 0.8 0.0 -0.2 -0.40
C 1.64360 0.70790 4.68020 0.3 0.0 0.0 -0.90
C -1.21250 0.34410 4.47090 -0.3 0.0 -0.1 -0.80
C -2.64290 -0.09630 -1.23630 -0.2 0.3 0.2 -0.60
C 0.70530 0.01480 8.27810 0.2 0.0 -0.1 -0.62
C -0.66220 -0.16770 8.17750 -0.2 0.0 -0.1 -0.62
C 2.74130 1.34270 0.45160 0.0 0.7 -0.1 -0.71
C 0.16720 -2.47990 -1.63700 -0.6 -0.1 -0.4 -0.74
C -0.54650 0.25050 5.82020 0.4 0.1 -0.2 0.66
H -2.16000 0.88270 4.51300 0.1 0.0 -0.2 0.58
H 2.52840 0.43850 7.22910 0.1 0.1 0.1 0.48
H -1.51610 -1.87760 -2.80090 0.0 0.0 0.0 0.49
H -2.48470 0.64510 -2.02460 0.0 -0.1 0.0 0.31
H -1.10750 3.05350 1.05220 -0.1 -0.1 -0.2 0.19
H 2.92890 -2.37950 -1.58520 0.0 0.1 0.1 0.57
H -3.45820 -0.75370 -1.55480 0.0 0.1 0.1 0.56
H -3.83400 1.25120 -0.03040 0.1 0.0 0.1 0.46
H 3.22600 -1.86630 0.79710 0.0 0.2 -0.1 0.34
H -3.32240 -0.22670 0.80810 0.0 0.1 0.0 0.29
H -2.40580 3.02570 -0.14770 0.1 -0.1 0.0 0.51
H -1.24980 -0.38270 9.05530 0.0 0.0 0.1 0.44
H 1.19680 -0.05140 9.23550 0.0 0.0 0.1 0.44
H 2.27080 1.45700 -1.67350 -0.2 0.1 0.2 0.23
H 4.11240 -0.68910 -0.20030 -0.1 0.0 0.1 0.46
H -0.41060 -3.24600 -1.11570 0.1 0.0 -0.1 0.35
H 0.68780 -2.94290 -2.47950 0.0 0.0 0.1 0.47
H 2.14120 -0.18510 4.29520 -0.1 0.1 -0.2 0.47
H -0.96170 2.01270 -1.83850 0.2 0.0 0.1 0.11
H -0.06590 3.34580 -1.09950 0.0 -0.1 0.1 0.63
H 1.95590 2.93990 -0.75790 -0.1 -0.2 0.1 0.55
H -1.37770 -0.64620 4.03780 0.0 0.0 -0.2 0.47
H 3.80260 1.41970 0.19690 -0.1 0.0 0.1 0.49
H -0.27390 -0.60750 -2.69730 -0.1 0.0 0.1 0.25
H 2.38810 1.48680 4.85410 -0.1 0.0 -0.3 0.61
H -2.36270 -0.20090 6.87210 -0.1 0.0 0.0 0.47
H 2.56760 1.94490 1.35190 0.0 -0.1 -0.2 0.17
H 2.24040 -0.77280 -1.91430 0.0 -0.1 0.0 0.19
```
Forces are in eV/Å.

* E: -42460.9394 eV
* maximum force: 2.563 eV/A
* HOMO-LUMO gap: 5.76 eV
* HOMO level: -16.787 eV
* net charge: +3
* 2S+1: 1